[1]
Density functional theory data (the ωB97M-V functional and the def2-TZVPD basis) for C30H31AsPt as an isolated structure.

Results
HOMO energy (alpha / beta) (eV): -13.935 / -13.934
Total charge: +2
Spin multiplicity: 3
Energy (eV): -95680.598
Orbital gap (alpha / beta) (eV): 7.87 / 5.08

Structure (XYZ):
```
63
C30H31AsPt the ωB97M-V functional and the def2-TZVPD basis
Pt -1.077 0.091 -0.380
As 0.848 -1.116 0.220
C 1.127 -1.279 2.160
C 0.247 3.428 -0.950
C 0.004 -1.654 2.881
C 1.761 -2.473 -2.008
C -1.813 2.158 -1.446
C 0.257 -4.820 -1.657
C 3.920 1.106 -1.574
C 0.151 2.733 1.798
C 2.251 -0.776 2.803
C 2.403 -0.856 4.181
C 1.287 -1.259 4.920
C -2.951 1.436 -0.946
C 2.958 0.771 -0.708
C -1.984 1.461 1.365
C 0.056 -1.624 4.286
C -0.913 2.252 0.840
C 2.488 -1.176 -1.995
C 2.290 -0.395 -0.885
C -3.061 1.119 0.399
C 0.264 -3.836 -0.654
C 1.840 -3.470 -2.953
C -4.354 0.332 0.929
C -1.403 2.143 -2.878
C -2.025 0.893 2.690
C 0.923 -2.664 -0.914
C 1.053 -4.576 -2.776
C 4.130 0.356 -2.737
C 3.396 -0.765 -2.954
C -3.985 0.905 -2.062
C -0.851 2.590 -0.494
H -2.757 0.157 2.803
H -0.240 -5.712 -1.542
H -2.250 1.655 3.435
H 1.236 -1.122 6.006
H 0.117 2.084 2.694
H -4.267 -0.767 1.019
H -1.689 3.103 -3.371
H 4.545 1.989 -1.431
H 0.079 3.761 -1.967
H -3.920 1.368 -3.010
H -3.951 -0.153 -2.325
H 4.914 0.846 -3.407
H 3.324 -0.579 4.616
H -5.143 0.535 0.270
H 1.091 2.788 1.276
H -1.899 1.304 -3.374
H -1.107 0.428 3.019
H -0.802 -1.957 4.901
H 2.751 1.221 0.205
H 1.219 2.906 -1.024
H 3.628 -1.438 -3.830
H -0.243 -3.950 0.258
H 3.076 -0.499 2.151
H 1.026 -5.394 -3.619
H -5.034 1.102 -1.743
H -0.311 1.925 -2.989
H -4.496 0.784 1.958
H 2.460 -3.369 -3.837
H 0.293 4.279 -0.244
H -0.056 3.712 2.244
H -0.833 -2.038 2.357
```

Mulliken atomic charge list, values in e, 5 entries:
1 Pt 0.9882
2 As 0.3181
3 C 0.7020
4 C -2.3730
5 C -0.9043



[2]
Density functional theory data (the ωB97M-V functional and the def2-TZVPD basis) for C30H31BBrIrN9O as an isolated structure.

Results
HOMO energy (alpha / beta) (eV): -13.106 / -13.685
Total charge: +2
Spin multiplicity: 2
Energy (eV): -120618.479
Orbital gap (alpha / beta) (eV): 6.25 / 5.45
ΔE to the lowest compared entry with this formula, charge and spin (kcal/mol): 0.0

Structure (XYZ):
```
74
C30H31BBrIrN9O the ωB97M-V functional and the def2-TZVPD basis
Ir -0.358 -0.406 0.083
Br 5.847 10.202 -4.160
O 1.458 -0.617 -0.876
N -1.434 -2.840 1.306
N 3.643 5.188 -1.756
N 0.213 1.576 -0.120
N -0.559 -1.102 2.863
N -0.794 -2.380 0.197
N 3.810 4.071 -2.346
N -2.261 -0.095 0.693
N 0.236 -0.455 1.967
N -2.759 -0.784 1.747
C 0.117 -3.289 -1.937
C -3.099 1.400 -1.117
C 4.705 6.293 -3.679
C 1.958 0.486 -1.285
C 4.174 6.288 -2.367
C 0.126 3.923 0.190
C 5.196 7.456 -4.204
C -4.912 -1.131 2.941
C 5.167 8.631 -3.435
C 0.012 -1.042 4.074
C 1.226 4.104 -0.616
C 3.097 2.996 -1.960
C 3.622 1.765 -2.435
C 1.889 2.982 -1.153
C 3.105 0.547 -2.102
C -0.360 2.638 0.424
C -2.287 -4.982 2.243
C 1.318 0.015 2.612
C 4.147 7.480 -1.612
C -0.591 -1.663 5.287
C -0.564 -3.417 -0.617
C -1.607 -4.169 1.197
C -4.066 -0.514 1.882
C 2.451 0.756 1.991
C -3.262 0.599 0.133
C 4.644 8.645 -2.138
C 1.335 1.731 -0.868
C 1.199 -0.340 3.950
C -1.068 -4.567 -0.014
C -4.418 0.370 0.872
B -1.842 -1.835 2.400
H -2.238 -6.035 1.976
H -2.477 0.879 -1.848
H 4.725 5.376 -4.250
H -0.402 -3.889 -2.682
H -4.486 -0.975 3.931
H -2.664 2.383 -0.935
H 5.612 7.483 -5.201
H -2.371 -2.371 3.319
H 1.145 -3.649 -1.873
H -1.815 -4.852 3.216
H 2.172 1.775 1.717
H 2.839 0.236 1.117
H -5.397 0.778 0.684
H 3.738 7.450 -0.611
H 3.258 0.825 2.716
H -5.013 -2.205 2.783
H -1.048 -5.567 -0.414
H 0.146 -2.258 -2.285
H 1.906 -0.121 4.731
H 4.503 1.834 -3.060
H -3.337 -4.703 2.337
H 1.594 5.096 -0.823
H 0.051 -1.480 6.145
H -0.701 -2.740 5.164
H -0.378 4.769 0.635
H -5.905 -0.691 2.920
H 4.638 9.563 -1.569
H -1.228 2.455 1.043
H -1.575 -1.245 5.498
H 3.558 -0.377 -2.434
H -4.073 1.558 -1.575
```

Mulliken atomic charge list, values in e, 5 entries:
1 Ir 1.6581
2 Br -0.0616
3 O -0.8921
4 N 0.9031
5 N -0.3846